{
  "formula": "C24H70BCdN6O10S",
  "method": "wB97M-V/def2-TZVPD",
  "spin_multiplicity": 1,
  "total_energy_ha": -2627.679921,
  "charge": -1,
  "e_lumo_ev": -0.86,
  "largest_force_ha_per_bohr": 0.092,
  "homo_lumo_gap_ha": 0.115,
  "symbols": ["H", "H", "H", "H", "C", "O", "H", "H", "H", "C", "C", "H", "C", "H", "H", "C", "H", "C", "H", "C", "N", "C", "H", "H", "H", "N", "H", "H", "H", "H", "H", "H", "H", "H", "H", "C", "H", "H", "H", "H", "Cd", "C", "H", "H", "H", "N", "H", "H", "C", "H", "C", "B", "H", "C", "H", "C", "H", "H", "H", "H", "C", "O", "O", "H", "C", "O", "S", "H", "O", "H", "H", "O", "H", "O", "H", "H", "H", "C", "H", "C", "H", "O", "H", "H", "H", "H", "H", "H", "C", "H", "H", "C", "H", "C", "H", "H", "C", "H", "O", "O", "N", "N", "H", "H", "C", "H", "H", "H", "H", "H", "N", "C", "H"],
  "xyz": [[-4.886170, 6.834110, 13.760480], [-6.254710, 2.166430, 13.191880], [-4.424810, 11.880000, 2.129600], [-0.114500, 12.092670, 12.386720], [-7.910710, 7.473440, 2.700520], [-7.382440, 13.582200, 13.715380], [-4.991980, 4.407830, 10.336710], [-4.292480, 2.381350, 11.725530], [-6.966380, 7.922970, 3.007560], [-3.825700, 12.462830, 2.829210], [-3.091520, 14.151100, 1.373760], [1.356440, 12.527540, 9.796850], [-11.965390, 9.169500, 8.970110], [-4.884340, 7.655630, 8.629860], [-3.837910, 4.491440, 17.189460], [-0.394900, 11.509730, 10.387640], [-1.847300, 12.919080, 10.387940], [-6.247020, 1.829490, 12.155290], [-3.320640, 14.999370, 2.018770], [-9.961850, 4.844890, 5.536410], [-8.310020, 5.896100, 7.170870], [-3.404850, 11.503730, 4.027550], [-13.220010, 7.919920, 10.091040], [-4.466050, 10.623620, 5.540520], [-15.179620, 8.880720, 6.658160], [-4.648230, 11.149840, 4.697910], [-11.558500, 7.894460, 10.649650], [-3.493640, -0.965550, 8.987850], [-7.743460, 7.692110, 15.572210], [-0.406880, 10.572020, 9.832070], [-12.596240, 9.177420, 11.141520], [-9.157990, 7.536510, 4.951580], [-3.762870, 0.560800, 8.097550], [-3.948010, 13.837430, 0.776990], [-2.638480, 9.431550, 4.407830], [-3.619170, 5.470220, 17.616350], [-1.828080, 10.339550, 3.187410], [-9.885000, 9.266790, 9.310500], [-10.074890, 4.037460, 6.259850], [-5.816990, 0.836690, 12.287650], [-4.054390, 10.303330, 11.753550], [-13.044470, 10.270480, 8.565930], [-2.323120, 14.479470, 0.673880], [-5.724230, 5.613190, 16.130490], [1.127870, 11.048840, 11.766530], [-1.789600, 11.910780, 10.378330], [-12.763150, 10.900010, 7.721740], [-0.239320, 10.376980, 14.263610], [-5.244320, 2.482300, 11.204080], [-5.145530, -0.580650, 8.404540], [-8.576090, 5.495650, 5.753280], [-4.652410, 8.401420, 9.374340], [-13.481380, 9.359270, 6.254650], [-14.139710, 8.888380, 6.984690], [-5.991890, 6.864800, 17.282940], [-7.055730, 7.690130, 14.726560], [-3.747460, 8.162240, 9.911100], [-0.659550, 8.739760, 13.864160], [-6.415360, 4.029760, 10.457180], [-6.174660, 1.628740, 9.356890], [-8.370880, 6.782660, 4.935000], [-6.286530, 14.460490, 12.155900], [-2.678430, 13.014000, 2.181590], [-2.536030, 5.573880, 17.680870], [-12.351000, 8.548400, 10.285780], [-14.245670, 9.645890, 8.152520], [-7.297700, 13.429520, 12.258550], [-2.869230, 12.071410, 4.788430], [-8.488830, 13.811710, 11.488000], [0.896720, 9.314380, 13.372480], [-10.805800, 5.499980, 5.752570], [-0.678990, 10.158450, 12.264940], [-7.986870, 7.045280, 1.701030], [-3.981960, 6.584340, 16.733700], [-3.868080, 7.465490, 14.824290], [0.011950, 13.644530, 9.847010], [-5.223610, 11.932350, 4.974910], [0.054860, 11.237500, 11.732420], [-2.193760, 11.806610, 9.458600], [-5.409350, 6.622900, 16.393990], [-13.086220, 10.896600, 9.457180], [-6.663450, 12.177620, 11.918350], [-9.073850, 6.528490, 7.362560], [-7.485140, 6.475340, 7.235330], [-10.699710, 10.658600, 9.729890], [-11.891040, 8.358490, 8.245650], [0.288600, 12.469330, 8.561420], [-7.450500, 7.220900, 5.320930], [-2.816160, 10.148240, 3.606030], [-4.067030, 5.549950, 18.606880], [-8.729030, 8.193470, 2.699750], [-5.660330, 7.779980, 15.319480], [-7.299810, 6.855390, 14.069490], [-0.143230, 9.621250, 13.484030], [-7.821290, 4.761240, 5.472200], [-5.621210, 8.754620, 15.805940], [-5.219670, 1.723270, 9.873750], [-7.233580, 8.501090, 14.020290], [-8.262170, 6.380600, 3.563150], [-4.548570, 0.499740, 9.999160], [-10.708730, 9.829600, 9.153010], [-5.566260, 3.889060, 10.985690], [-13.888940, 7.836920, 7.124830], [-3.429720, 9.685250, 2.833200], [0.280430, 12.608100, 9.642520], [-4.569190, 9.352350, 8.871320], [-7.277420, 1.855440, 11.800750], [-5.430740, 8.568740, 10.102670], [-4.527820, 2.215910, 9.190560], [-10.083980, 4.461850, 4.523260], [-4.676010, 7.686460, 14.259910], [-4.206570, -0.169050, 8.774730], [-4.434030, 13.273370, 3.230540]],
  "forces_ev_per_angstrom": [[0.039, -0.175, -0.453], [0.167, 0.826, -0.172], [-0.136, -0.059, -0.160], [0.022, 0.494, 0.082], [-1.307, -1.112, 0.344], [-1.682, -1.071, 1.733], [1.244, -0.250, 0.238], [0.313, 0.231, -0.473], [0.080, 0.029, -0.386], [1.343, -0.973, 1.044], [0.230, -1.001, 0.450], [0.440, 0.305, 0.367], [-0.199, 1.735, 1.084], [-1.026, -3.124, -2.594], [-0.263, 0.033, -0.219], [-2.035, 0.424, -2.356], [0.029, 0.393, 0.965], [0.589, -0.408, 0.363], [-0.300, 0.015, 0.051], [0.455, 0.084, 0.800], [-1.240, -0.855, -0.513], [-1.561, 0.157, -0.169], [-0.296, -0.243, 0.356], [0.026, -0.165, 0.045], [0.106, -0.063, -0.695], [-1.225, -0.329, -0.050], [0.121, -0.105, -0.194], [-0.111, 0.112, 0.134], [-0.476, 0.213, -0.307], [0.533, -0.104, -0.105], [0.039, 0.623, -0.388], [-0.361, -0.048, 0.712], [-0.011, -0.081, -0.357], [-0.257, 0.274, -0.007], [-0.409, 0.243, 0.275], [0.225, 1.398, -1.090], [0.132, -0.128, -0.281], [-0.283, -0.035, 0.129], [0.102, -0.281, -0.139], [-0.739, -0.579, -0.344], [-0.543, -0.057, -0.876], [1.480, -1.824, -0.635], [0.342, -0.418, 0.247], [-0.041, -0.003, -0.759], [0.256, -0.263, -0.133], [-2.215, 0.091, 0.208], [0.769, 0.049, 0.028], [0.267, 0.137, 0.182], [-1.121, 0.320, -0.165], [0.172, -0.170, -0.638], [-0.280, 1.200, 0.413], [0.206, 0.667, 0.420], [0.047, -0.035, -0.181], [-1.086, 0.158, -0.051], [0.012, 0.156, 0.336], [-0.366, 0.078, 0.045], [4.071, -1.082, 2.108], [-0.525, 0.084, -0.675], [-0.931, -0.576, 0.443], [-0.470, 0.009, 0.289], [0.246, -1.383, -1.329], [2.694, 2.546, -1.535], [-0.367, 0.823, -0.565], [-0.054, -0.158, 0.263], [-1.077, -1.531, 0.268], [-0.219, 0.441, 1.604], [-1.048, 1.827, -0.242], [1.146, 0.043, -0.600], [0.616, -1.292, 0.773], [0.234, 0.224, -0.135], [0.124, 0.439, -0.095], [-0.027, -1.384, 0.401], [0.850, 0.109, -0.088], [-1.160, -1.017, 0.525], [0.968, 0.013, -0.582], [-0.326, -0.233, 0.377], [0.107, 0.258, -0.021], [0.586, -0.083, 2.536], [-0.073, -0.947, -0.338], [0.692, 1.113, 0.323], [-1.007, 0.003, -0.050], [0.063, -2.648, -0.742], [-0.182, 0.205, 0.615], [0.339, -0.067, -0.068], [-0.105, -0.178, 0.078], [0.104, 0.250, -0.313], [-0.801, -0.054, -0.091], [0.267, 0.310, -0.373], [1.183, 1.079, -0.519], [-0.134, 0.152, -0.005], [0.075, 0.537, 0.354], [-0.653, -1.728, -0.045], [0.522, -0.711, 0.419], [-0.050, 0.688, -0.182], [0.114, 0.160, -0.189], [0.422, -0.076, 0.203], [1.884, 0.078, -0.753], [-0.024, 0.568, 0.545], [0.597, 0.654, -0.022], [0.442, -1.864, 0.835], [1.172, 0.816, -1.321], [-0.266, 0.699, -0.098], [0.499, -0.048, 0.281], [-0.127, 0.069, 0.123], [3.075, -0.080, -0.932], [0.684, 3.932, -2.184], [0.085, -0.312, -0.193], [-3.599, 0.311, 3.046], [-0.379, 1.197, -0.253], [0.184, 0.057, 0.054], [0.379, 0.347, 0.560], [-0.878, 0.863, 1.170], [-0.158, 0.064, 0.182]]
}